Density functional theory data (ωB97M-V/def2-TZVPD) for a molecular structure, C30H25F5N4O8ScTe in a non-equilibrium geometry.

max |F|: 2.96 eV Å⁻¹
energy above the lowest of the compared OMol25 structures with the same formula, charge and spin: 0.0 kJ/mol
LUMO level: 0.083 Ha
charge: -1

Cartesian coordinates (Å):
Sc: -0.7534 0.4617 -1.1369
O: -2.7192 0.1260 -1.7316
C: -3.8963 0.1374 -1.2810
C: -5.0008 -0.4861 -2.0198
C: -6.3123 -0.3057 -1.5575
C: -6.6021 0.4175 -0.3969
C: -5.5764 0.9822 0.3083
C: -4.2281 0.8666 -0.0836
C: -3.2047 1.7625 0.5555
N: -1.9975 1.8909 0.2029
N: -1.2947 2.8410 0.9850
C: -0.0945 2.9042 0.5397
O: 0.4150 2.0468 -0.3440
C: 0.8024 3.9284 1.0870
C: 2.1089 4.1188 0.5631
C: 2.9627 5.0082 1.2344
C: 2.5221 5.6804 2.3290
C: 1.2541 5.4941 2.8141
C: 0.3664 4.6616 2.1756
H: -4.7839 -0.8694 -2.9872
H: -7.0671 -0.7911 -2.0833
H: -7.6113 0.5767 -0.1406
H: -5.7368 1.4895 1.2957
H: -3.5813 2.3352 1.4102
H: 2.3278 3.7638 -0.4378
H: 3.8886 5.3396 0.8270
H: 3.1977 6.3141 2.8660
H: 1.0024 6.0528 3.7434
H: -0.6637 4.4801 2.5670
C: 3.8624 -2.4691 1.5530
C: 4.3073 -1.3159 0.7422
O: 5.5068 -1.1544 0.4097
N: 3.2993 -0.5014 0.4235
C: 3.3067 0.7016 -0.3696
C: 3.1126 0.3443 -1.7988
C: 4.1348 0.5852 -2.7209
C: 3.9925 0.2835 -4.0776
C: 2.8181 -0.4157 -4.4777
C: 1.8382 -0.6748 -3.5181
N: 2.0634 -0.3664 -2.2479
H: 2.7845 -2.5132 1.8174
H: 4.3651 -2.4256 2.5077
H: 4.0949 -3.4149 1.0861
H: 2.3753 -0.8167 0.7178
H: 4.2799 1.1693 -0.2714
H: 2.5665 1.4300 -0.0840
H: 5.0279 1.1176 -2.3905
H: 4.8144 0.3140 -4.7894
H: 2.5581 -0.6806 -5.5503
H: 0.9722 -1.2398 -3.7524
O: 0.8246 -1.6373 1.3074
C: -0.3268 -1.8770 0.8647
O: -0.9534 -1.2316 -0.0059
C: -1.0702 -3.0823 1.5060
C: -2.3978 -2.9518 1.9692
C: -2.9420 -3.8272 2.9638
C: -2.0801 -4.6855 3.5607
O: -2.1843 -5.5171 4.6376
C: -0.8744 -5.8153 5.0386
O: -0.0893 -5.7918 3.8183
C: -0.7844 -4.8508 3.0592
C: -0.3043 -4.1464 2.0157
H: -2.9433 -2.1011 1.5937
H: -3.9604 -3.6677 3.3466
H: -0.8171 -6.7662 5.5661
H: -0.4289 -5.0159 5.7645
H: 0.6832 -4.2072 1.6276
F: -0.9194 2.0209 -7.1600
Te: -0.8382 1.4129 -5.3572
F: -0.5241 0.8102 -3.2374
F: -0.6959 3.2136 -4.7106
F: 0.9877 1.5807 -5.3535
F: -0.2503 -0.3688 -5.9695
O: 1.0845 -0.6820 -1.3580

Cartesian forces, eV/Å:
-0.150 0.501 -0.375
1.838 -0.269 -0.714
-2.448 0.176 0.223
-0.024 1.784 2.075
2.621 0.095 0.219
0.609 -0.258 -0.500
0.895 0.453 1.552
0.830 0.611 -0.505
-2.567 -1.483 0.013
0.972 -0.163 0.479
-0.904 -0.134 -0.751
1.030 -1.421 -1.338
-0.602 0.622 0.334
1.141 -0.049 -0.358
-0.867 0.949 0.481
-0.748 -0.492 -1.579
0.208 0.016 0.984
-0.561 1.028 1.447
-0.892 -0.417 0.916
0.138 -0.648 -0.482
-1.432 -0.514 -0.942
-0.996 0.030 0.550
-0.170 -0.209 -1.134
0.177 0.103 -0.177
0.206 -0.450 0.322
0.768 -0.346 -0.417
0.253 0.425 0.136
-0.172 -0.540 -0.825
1.075 0.244 -0.446
-1.082 -0.946 1.185
2.071 0.613 -1.057
-1.823 -0.010 0.389
-1.320 0.467 0.545
0.642 -0.651 -0.045
1.532 -0.247 -1.637
-0.093 0.727 -0.716
-1.097 -1.997 0.031
-0.163 0.666 -0.441
2.084 -0.234 -1.357
-1.869 0.694 1.760
0.606 0.387 -0.511
0.493 -0.098 0.252
0.383 -0.174 -0.249
-0.123 0.048 -0.091
0.211 0.069 -0.111
-0.542 -0.109 0.484
-0.266 -0.314 0.079
-0.131 0.605 0.223
0.621 0.357 1.580
-0.734 -0.112 0.108
-1.693 -0.352 -0.462
1.403 -1.348 1.359
-0.949 0.776 -0.287
-1.036 0.459 1.041
1.044 -0.503 -0.244
-0.722 1.464 -0.240
1.659 -0.437 -0.443
-1.095 -0.287 1.011
1.442 1.273 0.256
-0.812 0.103 0.625
0.206 -0.603 0.341
0.223 1.144 -0.562
-0.410 -0.014 0.041
0.533 -0.128 -0.259
-0.158 -0.174 -0.508
-0.907 -0.881 -1.231
0.822 -0.372 0.137
0.273 0.070 -0.014
-1.014 -0.602 0.464
0.310 0.036 0.370
-0.133 0.303 -0.083
0.857 0.348 -0.012
-0.201 -0.063 -0.005
0.729 0.403 -0.904